(1)
C35H48BN12NaO4S2 as an isolated structure, computed with wB97M-V/def2-TZVPD.

The geometry in ORCA input format:
```
! RIJCOSX wB97M-V def2-TZVPD def2/J DEFGRID3
* xyz -2 1
C -1.54 0.79 -4.67
H 3.42 -3.96 -2.16
C -2.41 0.27 5.30
H 1.87 -3.03 3.63
C -1.25 2.63 2.53
N -2.57 2.94 2.88
C -0.66 -1.17 6.09
H -1.52 -4.98 -3.48
C -0.87 -0.71 7.39
N -2.73 -4.06 -1.94
N -0.99 1.82 1.58
C -2.25 -4.23 -3.23
C 1.09 3.09 2.94
H -5.27 -0.91 -2.87
H 3.27 -0.52 -4.89
C 5.33 2.85 -3.80
Na -1.32 -0.55 0.77
H 5.98 2.91 -2.94
H -1.59 -4.16 -0.18
H 3.35 2.18 -4.34
H 1.70 3.82 3.49
C -0.48 3.14 4.78
H -2.02 0.59 8.66
O 1.76 0.56 -3.60
N -0.30 3.28 3.34
B -4.47 -1.25 -3.68
H 3.12 -2.77 2.39
C -1.43 -0.68 5.04
C -2.62 0.73 6.60
C 2.25 0.82 -0.19
H -2.77 -3.09 -5.03
H 5.80 2.19 -4.53
H 0.12 3.90 5.29
C 2.39 -3.46 -0.34
C 4.45 1.30 -1.23
H 5.27 3.85 -4.26
H -0.64 1.04 -5.18
C -3.59 2.14 2.21
C 1.26 -2.84 0.20
H -3.00 0.64 4.47
C -2.44 -0.19 -4.88
C 2.54 -3.49 -1.72
N -3.40 -0.13 -3.89
H 3.40 3.17 -2.90
H 4.84 -1.33 -4.98
C 4.33 -0.40 -4.70
S -4.03 1.50 -1.74
H 2.28 -4.33 2.49
H -3.16 4.74 1.95
C -1.85 0.24 7.64
N -1.98 1.47 -3.54
C 3.82 1.08 -2.59
O 5.64 1.56 -1.08
H -4.94 -1.54 -4.78
H -3.75 2.45 1.17
C -2.86 -3.29 -3.97
H 5.66 0.13 -3.09
C 4.60 -0.10 -3.23
N 0.05 -2.08 2.07
H -2.08 4.92 3.35
H -1.53 3.29 5.04
H -3.79 4.48 3.59
N 0.32 -2.31 -0.59
O -2.09 -0.78 2.77
H -0.27 -1.10 8.20
H -3.12 -5.04 -0.15
H -0.70 3.11 -3.59
H -1.74 -5.68 -1.11
H -0.18 2.15 5.14
H -1.90 3.09 -2.26
C -3.62 -3.03 -1.89
C -2.91 4.34 2.94
H -0.48 2.03 -2.19
O 1.75 0.70 0.93
C 1.58 -2.92 -2.53
N 3.63 1.17 -0.17
C -2.26 -4.78 -0.77
H 0.11 -1.90 5.87
H 1.67 -2.89 -3.60
H 3.14 -3.89 0.31
C -1.23 -1.13 3.60
H 4.70 0.39 -5.35
C 2.15 -3.24 2.60
H -4.53 2.25 2.76
C 2.31 0.74 -2.52
N -0.11 -1.84 3.41
H -2.47 -0.94 -5.65
H 4.39 -0.99 -2.63
H -0.01 1.57 1.51
C -1.21 2.49 -2.85
H 4.03 1.27 0.75
H 1.21 3.26 1.88
C 1.09 -2.71 1.69
N -3.69 -2.54 -3.16
N 1.62 0.64 -1.35
H -3.39 1.47 6.78
C 3.92 2.37 -3.44
C -3.13 0.92 -3.07
H -0.28 -1.84 -2.50
S -4.43 -2.57 -0.47
C 0.48 -2.33 -1.90
H 1.46 2.08 3.16
H -3.30 1.09 2.21
*
```

LUMO energy: 3.64 eV
HOMO-LUMO gap: 0.200 Ha
E: -89916.383 eV
E_HOMO: -0.066 Eh

Löwdin atomic charge list, values in e, 5 entries: C -0.073; H 0.096; C -0.034; H 0.050; C -0.437


(2)
A 20-piece molecular cluster, C35H48Cl61IN3O4P2S overall at a distorted geometry, computed with wB97M-V/def2-TZVPD.

The geometry in ORCA input format:
```
! RIJCOSX wB97M-V def2-TZVPD def2/J DEFGRID3
* xyz 1 1
Cl -2.33 -11.67 -2.68
Cl 9.19 -0.45 9.35
S -5.82 -1.35 -3.63
H -1.70 -5.75 0.56
H -2.96 1.24 -6.15
N -4.55 -1.22 -2.49
Cl 9.09 6.41 9.46
Cl 7.26 2.69 1.96
C -3.49 -10.81 -3.70
H -3.22 2.78 -3.84
C 8.62 -0.47 0.18
C 0.31 1.19 6.92
H 8.00 4.89 1.63
Cl -1.23 0.52 6.40
C 7.34 4.41 2.34
Cl 1.46 3.92 6.08
Cl -3.17 14.48 4.40
Cl 10.34 -0.66 6.69
H 7.14 5.80 8.31
H 2.40 -2.49 0.96
H 1.65 -0.55 2.62
Cl -2.37 -5.02 -10.40
P -4.50 1.63 -2.59
Cl -1.97 4.49 -1.74
C -2.23 13.54 3.24
Cl -5.41 3.75 2.70
C -4.09 4.39 3.69
Cl -0.13 3.32 -7.98
H -1.27 0.20 -0.41
H -2.07 -7.38 6.96
Cl -3.72 -7.15 5.31
I -3.06 -4.70 -3.48
C -4.53 -4.45 -0.78
C -5.19 -3.64 0.38
H -4.48 -3.47 1.19
C 5.21 2.79 5.97
Cl 7.99 4.66 3.96
Cl 5.21 1.53 4.73
Cl 8.53 -2.19 -0.19
H 0.77 -2.62 -0.37
C -2.56 0.43 -6.75
H 0.27 2.27 6.79
Cl 3.26 3.24 2.26
Cl 0.59 0.85 8.63
O -0.99 -3.91 2.10
Cl 2.09 -5.63 -9.90
C -3.46 -4.03 -9.43
N -3.83 1.97 -3.96
Cl 3.20 2.45 -9.21
C 0.26 -3.58 -0.29
C 2.01 -2.57 1.98
Cl 3.00 6.21 5.18
C -3.94 -2.24 -1.86
H -5.23 -6.01 -4.92
H 5.10 2.05 1.46
Cl 7.46 -0.76 7.05
Cl -3.72 -0.90 -6.67
H -1.01 -3.10 -1.95
Cl 0.82 4.23 -5.39
C -3.00 -1.74 -1.03
N -3.13 -0.40 -1.23
Cl 2.35 -3.58 -11.94
H -4.44 -4.03 -9.91
Cl 0.58 4.14 -0.41
H -0.79 5.23 -6.78
H 9.29 0.00 -0.53
H 2.88 -2.45 2.62
C 4.03 3.95 -8.79
Cl 6.75 2.84 6.83
Cl 1.65 0.56 5.94
Cl 7.03 0.29 0.02
Cl -4.69 5.60 4.82
H -2.58 -3.05 0.61
C -6.11 -6.63 -4.95
H -5.92 1.68 -2.59
H 0.16 5.11 -2.50
H 1.82 5.96 7.18
Cl -6.63 -6.93 -3.28
Cl 2.90 5.11 -8.08
H -5.15 -5.32 -0.99
Cl -0.39 6.81 -0.98
Cl -3.42 -9.07 -3.40
C 1.63 5.68 6.15
Cl -2.83 5.08 2.65
Cl -3.63 -4.70 -7.80
H -1.00 -8.18 2.26
Cl 1.11 8.37 2.45
O 0.27 -5.90 1.36
Cl -1.98 3.48 -5.76
Cl 4.05 2.81 -0.49
O 1.48 -3.88 2.28
C 8.97 -0.08 7.64
H -2.40 1.51 -0.96
Cl -5.12 -11.42 -3.42
C -2.11 -7.60 5.90
Cl 5.36 3.64 -7.69
C 8.06 6.29 8.03
Cl -1.01 -0.06 -6.08
C -1.63 -7.34 1.95
C -0.65 8.33 2.58
C -0.55 4.20 -6.51
Cl 0.15 6.48 5.62
H -1.47 -1.74 0.48
Cl -7.37 -5.78 -5.85
H -1.05 7.88 1.68
C -2.30 0.54 -0.48
P 0.21 -4.29 1.38
H -1.91 12.62 3.72
Cl -1.15 7.35 3.96
H -3.58 -4.84 -0.40
H -0.75 -7.14 0.03
C -2.05 -2.44 -0.12
H -5.98 -4.26 0.81
Cl -5.68 -8.14 -5.74
H 0.26 -1.65 2.98
C -2.90 0.62 0.95
H 0.82 -4.26 -0.94
H -5.66 -2.71 0.07
H -5.26 -1.15 -4.87
Cl 0.24 -3.40 -9.96
Cl 9.27 -0.21 1.80
H -3.23 -10.99 -4.73
O -2.31 0.41 1.86
C -1.15 -3.42 -0.91
H -5.33 -3.63 -2.57
H 8.92 1.00 7.53
Cl -0.86 -6.67 5.09
Cl 7.68 7.89 7.40
H -1.99 -6.72 2.78
H 4.43 4.38 -9.70
Cl 3.90 2.55 7.13
Cl -2.34 1.04 -8.39
Cl -0.80 14.42 2.72
Cl -1.84 -9.33 5.69
Cl 5.74 5.14 2.19
Cl 8.84 5.31 6.79
H 0.56 -1.11 1.34
H 2.56 -3.35 -9.62
H -3.66 3.58 4.25
C -4.35 -3.66 -2.09
C 1.05 -1.40 2.28
Cl -2.89 -2.36 -9.36
Cl -1.29 9.97 2.71
Cl -3.23 13.10 1.84
H -1.61 -4.40 -0.96
C -4.03 -0.09 -2.08
Cl -4.63 1.06 1.00
C 1.90 -3.92 -10.27
C -0.95 -6.48 0.89
Cl 3.34 0.54 1.15
H 5.06 3.75 5.48
C -0.34 5.14 -1.54
H -4.10 2.51 -1.56
H -2.52 -7.79 1.49
C 4.07 2.15 1.15
*
```

LUMO energy: -3.10 eV
HOMO-LUMO gap: 0.306 Ha
E: -851105.667 eV
E_HOMO: -0.420 Eh

Löwdin atomic charge list, values in e, 5 entries: Cl 0.534; Cl 0.532; S 0.926; H 0.075; H -0.091


(3)
C35H48N6OTeW as an isolated structure, computed with wB97M-V/def2-TZVPD.

The geometry in ORCA input format:
```
! RIJCOSX wB97M-V def2-TZVPD def2/J DEFGRID3
* xyz 3 2
H -4.06 2.50 -2.73
H 0.01 -4.11 1.22
C 0.20 4.51 -2.08
N -2.77 0.25 -1.94
H -2.22 2.60 -3.68
H -4.86 0.20 -2.35
H -2.19 3.73 3.77
C -0.92 -0.97 3.18
C -3.74 3.19 0.48
N -3.16 2.74 -0.83
C 1.27 2.05 0.06
H 1.21 3.12 3.75
C 2.45 2.54 0.61
H 3.86 -2.07 -3.22
C -2.17 -1.46 1.09
H 0.76 5.40 -1.80
C 0.22 -0.73 3.94
C 3.85 -4.35 -1.66
H 2.36 -0.57 3.86
H 3.21 -2.08 1.04
H -0.79 -4.30 -0.35
C 0.69 1.94 -2.45
C 1.17 3.42 -2.44
C 1.46 -0.75 3.29
H -0.41 4.76 -2.96
C 3.44 -5.57 -1.14
C 3.06 -3.20 -1.58
H -2.98 -1.61 1.81
C -1.62 1.69 -3.60
N 0.16 2.08 0.78
N 0.86 1.36 -1.09
H 0.86 0.24 5.75
H 3.27 3.29 2.43
H -2.80 3.57 -1.29
H -4.09 1.18 1.26
H -3.36 0.42 -3.99
H 1.13 0.10 -3.47
H -0.20 -5.70 0.51
H -3.92 2.42 2.50
H 3.69 -0.68 1.99
C 1.82 -3.32 -0.94
N -0.75 1.74 -2.44
H -0.85 -0.23 5.74
H -1.04 1.63 -4.52
C -1.36 2.27 2.46
H -5.21 2.53 -1.42
H -1.89 -0.98 3.68
H -4.43 0.29 -0.65
H 1.85 -6.59 -0.13
H -0.46 4.22 -1.27
H -2.14 -2.34 0.44
H 4.82 -4.28 -2.15
C 0.15 -0.52 5.42
H 4.54 -7.16 -0.25
H -2.47 -0.60 0.48
Te 0.55 -1.67 -0.85
C 0.06 2.39 2.07
C -4.23 2.16 -1.71
C -0.87 -1.22 1.82
C 1.41 1.15 -3.52
H 2.87 -1.10 -2.13
C -2.44 0.42 -3.40
H -4.79 3.46 0.35
H 0.41 -1.44 5.94
W -1.23 1.37 -0.62
H 2.99 -0.46 0.38
H -2.62 2.07 4.19
C 2.38 2.92 1.95
H 3.37 2.60 0.04
C -4.17 0.66 -1.64
H -2.69 -0.74 -1.74
C 1.20 2.83 2.71
C 4.30 -6.79 -1.24
H 5.23 -6.58 -1.77
N -2.11 1.87 1.49
H 1.18 1.54 -4.52
H -1.84 -0.43 -3.70
C -3.55 2.10 1.52
C 1.57 -1.01 1.93
H 3.77 -7.58 -1.77
H 2.48 1.25 -3.38
C 2.94 -1.06 1.30
C 0.03 -4.66 0.28
C 0.39 -1.25 1.20
C -1.82 2.70 3.81
O 2.33 3.62 -2.67
H 4.49 -1.60 -1.65
H -3.20 4.08 0.80
C 1.36 -4.54 -0.41
H -0.99 2.68 4.51
C 3.59 -1.93 -2.17
C 2.19 -5.64 -0.52
*
```

LUMO energy (spin up / spin down): -9.64 / -10.52 eV
HOMO-LUMO gap (spin up / spin down): 0.230 / 0.199 Ha
E: -57155.350 eV
E_HOMO (spin up / spin down): -0.584 / -0.586 Eh

Löwdin atomic charge list, values in e, 5 entries: H 0.120; H 0.083; C 0.020; N -0.172; H 0.114


(4)
C35H49Ge2N2OPtSi2 as an isolated structure, computed with wB97M-V/def2-TZVPD.

The geometry in ORCA input format:
```
! RIJCOSX wB97M-V def2-TZVPD def2/J DEFGRID3
* xyz 2 2
H -0.20 -6.69 2.51
C 2.34 -3.26 1.97
C 3.64 -2.80 2.09
H 2.31 7.20 0.54
C -5.39 0.75 0.20
H 3.12 0.35 1.00
H -1.53 -2.75 0.26
C 2.90 0.18 -3.90
H -1.72 2.27 -4.62
C 2.03 2.02 -5.19
H -4.03 -0.63 -2.57
Pt 0.37 0.24 0.06
Ge 0.18 2.16 -1.38
H -1.40 -1.74 2.33
H -0.96 5.85 -1.99
C 0.88 3.83 -0.68
C -3.01 0.47 0.48
H 0.06 -6.82 4.26
C 1.87 -5.08 5.57
Si -1.29 -0.82 -1.32
N 1.66 -1.12 1.14
C 1.39 -2.39 1.47
C -2.92 -0.08 -0.81
H -2.91 4.32 -0.18
H -6.19 0.13 -1.69
H -0.94 0.24 -3.59
H -2.98 1.55 -3.58
C -3.30 3.74 -1.02
C -1.30 -0.74 2.76
H -1.85 2.15 3.36
H 0.38 -2.74 1.31
C 1.91 6.26 0.20
C -4.08 -0.20 -1.58
H 3.11 -3.92 4.26
H 2.01 2.59 -6.11
C 1.24 1.65 -2.94
H -1.86 5.84 -3.52
C 2.87 0.91 -5.08
H 4.94 -1.09 1.83
H -0.23 5.17 -3.45
H -4.15 4.29 -1.44
H 2.19 -7.25 2.09
Si -1.47 0.64 1.52
H 1.61 -6.12 5.77
C 0.23 4.54 0.34
H -0.22 -3.06 -0.90
H -1.74 -1.34 -3.62
H 3.55 -0.68 -3.81
C -1.19 -2.59 -0.76
C -2.54 2.48 -3.93
H 2.54 3.82 -2.06
C 1.88 -6.88 3.07
H 2.49 -7.38 3.82
C -4.25 0.87 0.98
H 0.95 -4.52 5.39
H 4.43 -3.46 2.42
C 2.92 -0.68 1.28
H 0.59 3.26 -4.22
C -1.15 5.28 -2.90
H -6.35 1.07 0.59
C 3.94 -1.48 1.75
C 0.75 5.75 0.78
N 2.23 -5.45 3.13
H -3.30 3.05 -4.47
Ge -2.00 3.60 -2.45
C 2.03 4.35 -1.26
H -0.37 -0.69 3.32
C 2.55 5.56 -0.81
H -1.90 3.05 1.85
H 3.73 -5.53 4.57
H -2.13 -0.62 3.47
H 0.23 -8.24 3.23
H -4.33 1.30 1.97
H 2.35 -4.68 6.46
H -0.67 4.17 0.78
H -3.64 2.77 -0.68
H 3.45 5.95 -1.26
H 0.25 6.30 1.56
O 1.23 -5.11 1.13
C -5.30 0.22 -1.08
C 1.23 2.39 -4.12
C 2.81 -4.96 4.38
H 3.50 0.62 -5.91
H -1.90 -3.12 -1.41
H 0.00 -1.24 -3.38
C 2.08 0.55 -2.84
C 1.89 -4.70 2.08
C 0.40 -7.17 3.28
C -1.36 2.27 2.39
H -0.34 2.60 2.58
H 2.11 -0.06 -1.93
C -0.94 -0.75 -3.14
*
```

LUMO energy (spin up / spin down): -6.20 / -8.10 eV
ΔE to the lowest compared entry with this formula, charge and spin: 5.3 kcal per mole
HOMO-LUMO gap (spin up / spin down): 0.269 / 0.200 Ha
E: -174140.303 eV
E_HOMO (spin up / spin down): -0.497 / -0.498 Eh

Löwdin atomic charge list, values in e, 5 entries: H 0.071; C -0.074; C 0.029; H 0.119; C -0.054


Question: Which formula does entry 3 have?
Answer: C35H48N6OTeW


Question: What is the E in the fourth record?
Answer: -174140.303 eV


Question: E of number 3 (C35H48N6OTeW)?
Answer: -57155.350 eV